(P)
A cluster of 2 separate species, C3H10N2O in total. Source: the OMol25 dataset; level of theory: ωB97M-V with the def2-TZVPD basis set.

Cartesian coordinates (Å):
C (-1.758, 0.229, -2.203)
C (-2.858, -0.359, -1.761)
O (-4.130, 0.195, -1.901)
H (-1.741, 1.299, -2.355)
H (-0.937, -0.402, -2.514)
H (-2.913, -1.340, -1.314)
H (-4.450, 0.625, -1.112)
N (1.980, -1.238, 0.954)
C (1.961, 0.042, 1.729)
N (2.045, 1.392, 1.050)
H (1.070, -1.666, 1.064)
H (2.711, -1.817, 1.358)
H (2.803, -0.027, 2.412)
H (0.988, -0.032, 2.210)
H (2.373, 1.758, 1.949)
H (2.855, 1.342, 0.433)

Calculated values
multiplicity	2
gap between HOMO and LUMO (alpha / beta)	2.151 / 9.184	eV
charge	-1
lowest unoccupied orbital energy (alpha / beta)	3.416 / 3.689	eV

Formally, the Mulliken partial charges of the atoms, in units of the elementary charge, are as follows:
1 C -0.570
2 C -0.789
3 O -0.342
4 H 0.301
5 H 0.315
6 H 0.554
7 H 0.318
8 N -0.562
9 C -2.730
10 N -0.465
11 H 0.679
12 H 0.578
13 H 0.377
14 H 0.456
15 H 0.649
16 H 0.233



(Q)
A cluster of 2 separate species, C3H10N2O in total. Source: the OMol25 dataset; level of theory: ωB97M-V with the def2-TZVPD basis set.

Cartesian coordinates (Å):
C (-1.002, 4.030, 2.390)
C (-0.639, 3.580, 1.200)
O (-0.590, 2.222, 0.994)
H (-1.228, 5.087, 2.536)
H (-1.394, 3.445, 3.209)
H (-0.391, 4.132, 0.305)
H (0.290, 1.897, 0.702)
N (0.766, -3.196, -2.607)
C (0.548, -3.570, -1.263)
N (0.685, -2.426, -0.283)
H (0.091, -2.577, -3.019)
H (1.699, -2.908, -2.847)
H (-0.427, -4.046, -1.182)
H (1.334, -4.235, -0.919)
H (0.290, -1.602, -0.744)
H (-0.011, -2.632, 0.440)

Calculated values
multiplicity	2
gap between HOMO and LUMO (alpha / beta)	2.721 / 9.704	eV
charge	-1
lowest unoccupied orbital energy (alpha / beta)	3.860 / 3.870	eV

Formally, the Mulliken partial charges of the atoms, in units of the elementary charge, are as follows:
1 C -0.598
2 C -1.760
3 O 0.224
4 H 0.297
5 H 0.187
6 H 0.686
7 H 0.172
8 N -0.773
9 C -0.502
10 N -0.835
11 H 0.370
12 H 0.280
13 H 0.430
14 H 0.329
15 H 0.191
16 H 0.302



Which structure loses on stability? (P) does.



(P)
The ion C2H7N4O with charge +1. Source: the OMol25 dataset; level of theory: ωB97M-V with the def2-TZVPD basis set.

Cartesian coordinates (Å):
C (-0.362, -0.482, -0.120)
C (0.994, 0.809, 1.554)
N (-0.506, 0.236, -2.443)
N (-1.224, -1.461, -0.399)
N (0.037, 0.296, -1.146)
N (0.077, -0.271, 1.122)
O (-0.187, 1.113, -3.181)
H (2.085, 0.692, 1.083)
H (1.009, 0.931, 2.553)
H (0.670, 1.912, 1.352)
H (-1.454, -1.750, -1.323)
H (-1.294, -2.265, 0.257)
H (0.724, 0.974, -1.048)
H (-0.569, -0.735, 1.739)

Calculated values
gap between HOMO and LUMO	9.984	eV
SMILES	C/[NH+]=C(/N)NN=O
charge	+1
lowest unoccupied orbital energy	-4.849	eV

Formally, the Mulliken partial charges of the atoms, in units of the elementary charge, are as follows:
1 C 0.681
2 C -0.884
3 N -0.099
4 N -0.399
5 N 0.163
6 N -0.172
7 O -0.312
8 H 0.313
9 H 0.348
10 H 0.339
11 H 0.306
12 H 0.262
13 H 0.211
14 H 0.243



(Q)
A cluster of 2 separate species, C2H7N4O in total. Source: the OMol25 dataset; level of theory: ωB97M-V with the def2-TZVPD basis set.

Cartesian coordinates (Å):
C (0.466, 0.252, -0.068)
C (1.524, -1.957, -0.119)
N (-1.941, 4.528, 1.269)
N (-1.771, 3.471, 0.825)
N (-0.870, 0.048, -0.011)
N (-1.495, 2.457, 0.423)
O (1.496, -0.503, -0.121)
H (2.537, -2.303, 0.142)
H (1.459, -2.248, -1.168)
H (0.762, -2.520, 0.420)
H (-2.665, 5.244, 0.857)
H (-1.332, 1.001, 0.112)
H (-1.216, -0.883, 0.310)
H (0.710, 1.265, -0.376)

Calculated values
gap between HOMO and LUMO	10.803	eV
charge	+1
lowest unoccupied orbital energy	-3.626	eV

Formally, the Mulliken partial charges of the atoms, in units of the elementary charge, are as follows:
1 C 0.200
2 C -0.673
3 N -0.816
4 N 0.842
5 N -0.309
6 N -0.426
7 O -0.216
8 H 0.266
9 H 0.341
10 H 0.318
11 H 0.359
12 H 0.512
13 H 0.235
14 H 0.368



Which structure loses on stability? (Q) does.